# C33H36Cl6N6

A cluster of 9 separate species, C33H36Cl6N6 in total at a distorted geometry (wB97M-V/def2-TZVPD, OMol25).

Geometry as XYZ:
```
81
Properties=species:S:1:pos:R:3:lowdin_charge:R:1
C -1.87 -3.49 -0.01 -0.105
C -3.00 -3.16 -0.75 -0.065
C -3.17 -3.77 -2.00 -0.147
N -2.31 -4.67 -2.46 0.048
C -1.20 -4.96 -1.78 -0.161
C -0.93 -4.34 -0.58 -0.091
H -1.63 -3.08 0.96 0.072
H -3.76 -2.51 -0.34 0.069
H -4.03 -3.58 -2.62 0.101
H -0.55 -5.76 -2.12 0.103
H -0.11 -4.70 0.01 0.101
C -3.76 1.94 3.85 -0.070
C -4.68 2.47 4.76 -0.077
C -4.15 3.25 5.79 -0.131
N -2.79 3.44 6.01 0.050
C -1.93 2.85 5.15 -0.165
C -2.39 2.18 4.03 -0.091
H -4.17 1.38 3.02 0.084
H -5.74 2.30 4.65 0.094
H -4.79 3.74 6.51 0.091
H -0.89 2.96 5.41 0.064
H -1.62 1.81 3.37 0.057
C -1.40 -1.46 -6.02 -0.082
C -0.67 -2.08 -5.00 -0.068
C -0.59 -1.47 -3.76 -0.113
N -1.28 -0.28 -3.44 0.069
C -2.04 0.22 -4.44 -0.152
C -2.09 -0.32 -5.73 -0.085
H -1.51 -1.84 -7.03 0.107
H -0.18 -3.02 -5.21 0.104
H 0.01 -2.02 -3.04 0.089
H -2.59 1.12 -4.20 0.096
H -2.63 0.12 -6.56 0.101
C 4.46 -0.48 -1.19 -0.075
C 3.23 -1.19 -1.36 -0.059
C 3.29 -2.58 -1.68 -0.161
N 4.42 -3.25 -1.92 0.045
C 5.58 -2.53 -1.72 -0.127
C 5.66 -1.16 -1.42 -0.061
H 4.42 0.57 -0.95 0.063
H 2.28 -0.71 -1.16 0.055
H 2.40 -3.19 -1.66 0.086
H 6.46 -3.15 -1.79 0.093
H 6.60 -0.65 -1.30 0.097
C 3.30 2.05 2.26 -0.058
C 4.01 1.92 3.50 -0.075
C 4.20 0.60 3.95 -0.194
N 3.68 -0.49 3.36 0.063
C 3.03 -0.30 2.19 -0.211
C 2.83 0.91 1.61 -0.137
H 3.00 3.03 1.91 0.092
H 4.32 2.78 4.07 0.096
H 4.50 0.48 4.98 0.095
H 2.69 -1.20 1.70 0.069
H 2.29 0.99 0.68 0.051
C 0.68 3.47 -1.91 -0.121
C 1.86 3.39 -1.16 -0.105
C 2.90 2.59 -1.68 -0.149
N 2.71 1.80 -2.77 0.072
C 1.52 1.86 -3.44 -0.145
C 0.53 2.73 -3.09 -0.090
H -0.17 4.02 -1.55 0.090
H 1.97 4.02 -0.28 0.093
H 3.86 2.55 -1.19 0.092
H 1.30 1.32 -4.35 0.100
H -0.39 2.84 -3.65 0.096
Cl 1.30 1.12 5.34 0.509
C 0.58 -0.44 4.67 -0.920
Cl -0.90 -0.88 5.58 0.506
H 0.37 -0.24 3.62 -0.036
H 1.33 -1.20 4.87 0.020
Cl -0.48 2.01 0.63 0.582
C -0.47 0.38 -0.12 -0.912
Cl 0.14 -0.88 1.00 0.623
H -1.49 0.17 -0.44 -0.024
H 0.19 0.38 -0.99 0.005
Cl -4.25 0.50 -0.22 0.480
C -6.02 0.78 0.06 -0.986
Cl -6.65 -0.64 0.88 0.515
H -6.24 1.69 0.62 0.034
H -6.44 0.94 -0.93 0.026
```

Values from the calculation:
Gap between HOMO and LUMO: 9.53 eV
SMILES: c1ccncc1.c1ccncc1.c1ccncc1.c1ccncc1.c1ccncc1.c1ccncc1.ClCCl.ClCCl.ClCCl
Highest occupied orbital energy: -0.3423 hartree
Spin multiplicity: 1